DFT (the ωB97M-V functional and the def2-TZVPD basis) results for a structure of composition C2H6N4 at a distorted geometry.

Max |F|, hartree/bohr: 0.152
HOMO-LUMO gap, eV: 9.92
Energy above the lowest of the compared OMol25 structures with the same formula, charge and spin, kcal per mole: 61.96
Charge: 0
Multiplicity: 1
LUMO, eV: 0.8

Structure (XYZ):
```
12
Properties=species:S:1:pos:R:3:forces:R:3
C 0.810 0.115 -0.087 -1.2181 -0.3880 1.0827
C -0.793 -0.105 -0.141 4.2756 6.3342 1.5594
H 0.491 -1.822 0.126 1.0123 0.2648 -0.2873
H 2.389 -1.414 -0.426 -4.6755 1.0069 2.9818
H 2.309 1.522 -0.221 -0.4340 -1.0446 0.7519
H -0.827 1.951 -0.056 -1.0777 -2.1169 0.5628
H -2.414 1.176 -0.068 0.9928 -0.1480 0.2890
H -2.194 -1.207 0.036 1.0756 -0.8912 -0.2497
N 1.252 -1.123 0.248 5.9293 -1.8708 -3.2342
N 1.332 1.269 -0.028 -0.7163 0.7507 -1.7462
N -1.414 1.074 0.179 -0.4434 1.9368 -1.4302
N -1.150 -1.259 -0.117 -4.7204 -3.8338 -0.2799
```
Positions in Å, forces in eV/Å.